Entry 1:
C32H30BF7O2S | ωB97M-V/def2-TZVPD

Structure (ORCA input):
```
! wB97M-V def2-TZVPD RIJCOSX def2/J DEFGRID3
* xyz 0 1
C -4.358 -1.158 2.441
C -3.232 -0.825 1.482
C -3.489 0.589 0.984
O -1.971 -0.825 2.207
B -1.084 -1.549 1.453
C 0.502 -1.566 1.445
C 1.531 -0.481 1.634
C 1.256 0.522 2.580
C 2.279 1.244 3.183
C 3.605 1.058 2.783
C 3.889 0.126 1.787
C 2.867 -0.646 1.237
C 0.931 -2.785 0.648
C 0.705 -4.044 1.214
C 1.171 -5.202 0.605
C 1.777 -5.084 -0.640
F 2.151 -6.240 -1.283
C 1.988 -3.858 -1.256
C 1.564 -2.702 -0.592
O -1.621 -2.195 0.363
C -3.019 -1.894 0.324
C -3.752 -3.213 0.535
C -3.329 -1.412 -1.080
H -5.313 -1.203 1.898
H -4.186 -2.107 2.962
H -4.462 -0.358 3.180
H -4.482 0.663 0.522
H -3.473 1.278 1.837
H -2.733 0.915 0.258
H 0.430 -1.955 2.501
H 0.226 0.656 2.905
H 2.057 1.968 3.967
H 4.415 1.607 3.256
H 4.908 -0.005 1.424
H 3.151 -1.429 0.546
H 0.174 -4.097 2.163
H 1.027 -6.169 1.074
H 2.464 -3.798 -2.231
H 1.749 -1.725 -1.038
H -4.839 -3.066 0.456
H -3.448 -3.917 -0.252
H -3.512 -3.649 1.516
H -4.405 -1.228 -1.183
H -2.773 -0.500 -1.331
H -3.044 -2.192 -1.797
C -3.550 4.686 -2.509
C -2.551 3.615 -2.284
C -2.390 2.450 -3.013
C -1.183 1.754 -2.712
C -0.468 2.322 -1.653
C 0.926 2.174 -1.339
C 1.529 2.999 -0.367
C 2.890 2.911 -0.124
C 3.509 3.815 0.904
F 4.751 3.373 1.279
F 3.654 5.099 0.460
F 2.753 3.884 2.049
C 3.694 2.027 -0.844
C 3.100 1.277 -1.852
C 4.012 0.400 -2.652
F 4.369 -0.722 -1.925
F 3.460 -0.036 -3.818
F 5.176 1.052 -2.957
C 1.744 1.328 -2.126
S -1.347 3.723 -1.054
H -4.011 4.553 -3.491
H -4.344 4.661 -1.758
H -3.062 5.667 -2.470
H -3.115 2.146 -3.768
H -0.834 0.900 -3.281
H 0.939 3.724 0.198
H 4.747 1.909 -0.627
H 1.311 0.760 -2.949
*
```

Computed properties:
Frontier orbital gap: 7.989 eV
HOMO energy: -8.257 eV
LUMO: -0.3 eV
Structure (SMILES): CC1(C)OB([C@H](c2ccccc2)c2ccc(F)cc2)OC1(C)C.Cc1ccc(-c2cc(C(F)(F)F)cc(C(F)(F)F)c2)s1
ΔE to the lowest compared entry with this formula, charge and spin: 30.7 kJ/mol


Entry 2:
CHClO2PS | ωB97M-V/def2-TZVPD

Structure (ORCA input):
```
! wB97M-V def2-TZVPD RIJCOSX def2/J DEFGRID3
* xyz -1 1
O 1.907 0.756 0.386
P 0.507 0.576 -0.004
O -0.709 1.618 0.392
Cl 0.354 0.553 -2.153
C -0.501 -0.874 0.209
S -0.252 -1.793 1.502
H -1.305 -0.836 -0.332
*
```

Computed properties:
Frontier orbital gap: 8.028 eV
HOMO energy: -5.014 eV
LUMO: 3.0 eV
Structure (SMILES): O=[P@@]([O-])(Cl)C=S
ΔE to the lowest compared entry with this formula, charge and spin: 107.7 kJ/mol


Entry 3:
C5H6N2S | ωB97M-V/def2-TZVPD

Structure (ORCA input):
```
! wB97M-V def2-TZVPD RIJCOSX def2/J DEFGRID3
* xyz 0 1
C -2.116 -0.236 0.834
C -0.286 -0.771 -1.531
C 1.009 -0.964 -1.491
C 0.267 -0.608 1.227
C -0.821 0.238 0.631
N -3.168 -0.623 0.978
N -0.412 1.605 0.530
S 1.718 -0.797 0.156
H -1.100 -0.917 -2.139
H 1.684 -1.283 -2.234
H 0.760 -0.146 2.043
H -0.029 -1.535 1.694
H 0.638 1.592 0.601
H -0.826 2.334 -0.029
*
```

Computed properties:
Frontier orbital gap (alpha / beta): 7.739 / 7.666 eV
HOMO energy (alpha / beta): -8.161 / -8.060 eV
LUMO (alpha / beta): -0.4 / -0.4 eV
ΔE to the lowest compared entry with this formula, charge and spin: 456.6 kJ/mol


Entry 4:
C17H13N3O4Ru | ωB97M-V/def2-TZVPD

Structure (ORCA input):
```
! wB97M-V def2-TZVPD RIJCOSX def2/J DEFGRID3
* xyz 2 5
Ru 0.199 -0.353 0.062
C 4.386 -1.410 -0.104
C 5.050 -0.206 -0.114
C 4.304 0.972 -0.071
C 2.912 0.910 -0.020
N 2.273 -0.306 -0.013
C 2.982 -1.425 -0.052
C 2.022 2.027 0.036
C 2.510 3.373 0.040
C 1.629 4.414 0.098
C 0.261 4.121 0.153
C -0.222 2.785 0.148
C 0.613 1.699 0.089
H 4.914 -2.353 -0.136
H 6.130 -0.167 -0.154
H 4.807 1.928 -0.075
H 2.421 -2.351 -0.043
H 3.571 3.574 -0.001
H 1.969 5.440 0.104
H -0.451 4.936 0.201
H -1.290 2.665 0.196
C -3.588 1.055 -0.205
C -3.112 -0.344 -0.099
N -1.864 -0.835 -0.011
C -2.010 -2.225 0.056
C -3.320 -2.555 0.015
N -3.979 -1.359 -0.081
C -4.160 -3.801 0.041
O -3.543 -4.960 0.129
O -5.348 -3.659 -0.020
C -0.815 -3.064 0.145
O -0.817 -4.263 0.200
O 0.292 -2.313 0.146
H -2.768 1.755 -0.212
H -4.236 1.292 0.639
H -4.159 1.185 -1.124
H -4.993 -1.314 -0.131
H -2.568 -4.866 0.167
*
```

Computed properties:
Frontier orbital gap (alpha / beta): 8.028 / 4.923 eV
HOMO energy (alpha / beta): -15.951 / -15.919 eV
LUMO (alpha / beta): -7.9 / -11.0 eV


Entry 5:
C4H9NO3 | ωB97M-V/def2-TZVPD

Structure (ORCA input):
```
! wB97M-V def2-TZVPD RIJCOSX def2/J DEFGRID3
* xyz 0 1
C 1.590 -0.548 -0.751
C -0.265 -1.205 -0.030
C -1.363 -1.056 1.013
N 0.204 1.400 -0.788
C 0.697 0.301 0.056
O 0.964 2.544 -0.481
O -1.164 1.651 -0.484
O 1.116 0.534 1.236
H 1.107 2.490 0.488
H -1.472 2.154 -1.249
H 2.575 -0.728 -0.330
H 1.332 -0.986 -1.709
H 0.306 -2.097 0.237
H -0.702 -1.343 -1.021
H -0.931 -0.907 2.000
H -1.960 -1.971 1.033
H -2.033 -0.234 0.778
*
```

Computed properties:
Frontier orbital gap (alpha / beta): 7.831 / 7.833 eV
HOMO energy (alpha / beta): -8.891 / -8.891 eV
LUMO (alpha / beta): -1.1 / -1.1 eV
ΔE to the lowest compared entry with this formula, charge and spin: 764.6 kJ/mol


Entry 6:
C13H11ClF2N2O2S | ωB97M-V/def2-TZVPD

Structure (ORCA input):
```
! wB97M-V def2-TZVPD RIJCOSX def2/J DEFGRID3
* xyz 0 1
C 4.365 1.359 2.183
C 3.114 1.031 1.441
C 2.820 1.548 0.214
C 1.589 1.220 -0.441
O 1.169 1.590 -1.522
N 0.790 0.355 0.323
C 1.182 -0.160 1.504
S 0.114 -1.288 2.322
C -0.805 -2.062 0.917
C -1.819 -1.167 0.274
C -2.830 -0.592 1.032
C -3.748 0.263 0.443
Cl -4.990 0.969 1.407
C -3.672 0.553 -0.910
C -2.675 -0.018 -1.681
C -1.750 -0.873 -1.099
O -0.731 -1.486 -1.812
C -0.260 -0.896 -2.945
F 0.902 -1.496 -3.231
F -1.074 -1.129 -4.004
N 2.292 0.151 2.079
H 4.929 0.446 2.363
H 4.976 2.064 1.629
H 4.109 1.777 3.154
H 3.490 2.222 -0.294
H -0.126 0.144 -0.053
H -1.291 -2.915 1.390
H -0.075 -2.419 0.194
H -2.882 -0.806 2.088
H -4.388 1.220 -1.363
H -2.631 0.199 -2.735
H -0.094 0.194 -2.865
*
```

Computed properties:
Frontier orbital gap: 9.198 eV
HOMO energy: -8.964 eV
LUMO: 0.2 eV
Structure (SMILES): Cc1cc(=O)[nH]c(SCc2cc(Cl)ccc2OC(F)F)n1
ΔE to the lowest compared entry with this formula, charge and spin: 0.0 kJ/mol


Entry 7:
C4H5NO2 | ωB97M-V/def2-TZVPD

Structure (ORCA input):
```
! wB97M-V def2-TZVPD RIJCOSX def2/J DEFGRID3
* xyz 0 1
O 0.574 -0.239 2.526
C 0.759 0.453 1.556
C 0.605 -0.066 0.142
C -0.638 -0.944 -0.120
N -1.229 -0.373 -1.335
C -0.590 0.692 -1.565
O 0.443 1.045 -0.755
H 1.069 1.515 1.632
H 1.530 -0.587 -0.141
H -0.381 -1.995 -0.267
H -1.362 -0.891 0.701
H -0.781 1.390 -2.373
*
```

Computed properties:
Frontier orbital gap: 10.587 eV
HOMO energy: -9.955 eV
LUMO: 0.6 eV
Structure (SMILES): O=C[C@H]1CN=CO1
ΔE to the lowest compared entry with this formula, charge and spin: 120.5 kJ/mol


Entry 8:
C3H10N6O | ωB97M-V/def2-TZVPD

Structure (ORCA input):
```
! wB97M-V def2-TZVPD RIJCOSX def2/J DEFGRID3
* xyz 0 1
C -0.029 1.024 -0.287
C 0.054 0.900 -1.815
N -0.185 -1.288 0.807
C -0.854 -0.197 0.228
N -1.030 -2.074 1.513
N 1.303 1.163 0.265
N -0.770 2.254 0.028
N 1.272 -2.012 -0.525
N 2.108 -1.928 0.274
O -2.071 -0.207 0.099
H -0.740 -3.039 1.573
H -2.015 -1.924 1.305
H 2.019 0.715 -0.287
H 1.371 0.875 1.231
H -0.544 2.564 0.966
H -1.769 2.084 -0.027
H 1.673 -1.552 1.204
H 0.565 -0.016 -2.117
H 0.590 1.767 -2.199
H -0.950 0.889 -2.235
*
```

Computed properties:
Frontier orbital gap (alpha / beta): 8.797 / 7.411 eV
HOMO energy (alpha / beta): -8.809 / -8.391 eV
LUMO (alpha / beta): 0.0 / -1.0 eV
ΔE to the lowest compared entry with this formula, charge and spin: 133.6 kJ/mol


Number 1: maximum force 0.0557 hartree/bohr. Number 2: maximum force 0.1361 hartree/bohr. Number 3: maximum force 0.0816 hartree/bohr. Number 4: maximum force 0.0092 hartree/bohr. Number 5: maximum force 0.0590 hartree/bohr. Number 6: maximum force 0.0246 hartree/bohr. Number 7: maximum force 0.0107 hartree/bohr. Number 8: maximum force 0.0350 hartree/bohr.